No. 1
Molecular formula: C3H30N6O12
Method: DFT, ωB97M-V/def2-TZVPD

Calculated values
- ⟨S²⟩ = 0.75
- gap between HOMO and LUMO (spin up / spin down) (Eh) = 0.106 / 0.334
- total charge = -1
- E_HOMO (spin up / spin down) (eV) = -0.73 / -6.97
- calculated total energy (Ha) = -1363.79619
- spin multiplicity = 2

Element x y z (Å)
O1 2.303 -1.933 1.396
H1 2.473 -2.644 0.778
H2 3.000 -2.008 2.047
O2 0.326 2.575 -3.399
H3 -0.389 2.959 -3.908
H4 0.114 1.642 -3.355
O3 3.629 -1.244 -3.179
H5 3.658 -0.493 -2.586
H6 3.513 -0.859 -4.048
O4 2.413 2.729 -1.163
H7 1.874 2.325 -0.484
H8 1.904 2.625 -1.967
O5 0.283 -2.789 3.411
H9 0.543 -3.191 4.240
H10 1.072 -2.823 2.870
O6 -0.920 -0.155 4.067
H11 -0.601 -1.051 3.960
H12 -0.224 0.291 4.549
O7 -2.014 -3.389 2.032
H13 -2.364 -2.500 1.968
H14 -1.197 -3.291 2.521
O8 4.387 0.767 -1.480
H15 4.492 0.799 -0.529
H16 4.165 1.665 -1.727
O9 -2.200 2.625 -1.685
H17 -1.535 3.252 -1.971
H18 -1.711 1.968 -1.188
C1 -1.875 2.918 1.736
O10 -2.732 3.617 1.360
N1 -2.069 1.651 1.944
N2 -0.676 3.294 1.906
H19 -1.484 1.029 2.484
H20 -2.901 1.190 1.604
H21 -0.343 4.169 1.526
H22 -0.023 2.651 2.330
C2 0.253 -0.016 -0.179
O11 -0.316 0.838 -0.767
N3 -0.259 -0.848 0.687
N4 1.510 -0.164 -0.355
H23 -1.259 -0.727 0.763
H24 0.304 -1.422 1.298
H25 1.937 -0.904 0.185
H26 2.003 0.452 -0.986
C3 -2.384 -2.462 -1.943
O12 -2.455 -3.705 -1.989
N5 -3.402 -1.627 -1.763
N6 -1.327 -1.799 -2.290
H27 -4.277 -2.073 -1.527
H28 -3.191 -0.645 -1.862
H29 -0.558 -2.371 -2.607
H30 -1.467 -0.898 -2.725

***

No. 2
Molecular formula: C39H41GeN2RuS3
Method: DFT, ωB97M-V/def2-TZVPD

Calculated values
- ⟨S²⟩ = 0.83
- gap between HOMO and LUMO (spin up / spin down) (Eh) = 0.220 / 0.237
- total charge = +2
- E_HOMO (spin up / spin down) (eV) = -12.99 / -13.25
- calculated total energy (Ha) = -4986.11997
- spin multiplicity = 2

Element x y z (Å)
Ru1 -0.196 0.183 -0.090
C1 0.850 -3.201 -0.244
C2 1.017 -2.650 -1.642
S1 -0.054 -1.268 -2.055
C3 -1.753 -1.897 -2.074
C4 -2.408 -2.199 -0.737
S2 -2.234 -0.852 0.494
C5 -1.913 -1.794 1.998
C6 -0.604 -2.575 2.052
S3 0.764 -1.900 1.046
H1 -0.044 -3.814 -0.168
H2 1.703 -3.833 0.005
H3 2.020 -2.244 -1.789
H4 0.878 -3.433 -2.389
H5 -2.297 -1.104 -2.592
H6 -1.785 -2.779 -2.716
H7 -3.477 -2.337 -0.900
H8 -2.027 -3.116 -0.294
H9 -1.929 -1.035 2.775
H10 -2.771 -2.446 2.170
H11 -0.256 -2.602 3.085
H12 -0.728 -3.610 1.739
N1 1.693 0.997 -0.443
C7 2.726 1.460 -0.628
C8 4.011 2.046 -0.838
C9 4.110 3.221 -1.584
C10 5.358 3.785 -1.775
C11 6.483 3.177 -1.230
C12 6.374 2.008 -0.486
C13 5.134 1.431 -0.282
H13 3.223 3.683 -1.997
H14 5.457 4.696 -2.347
H15 7.457 3.622 -1.385
H16 7.257 1.550 -0.064
H17 5.027 0.532 0.309
C14 -0.483 6.069 1.302
C15 0.073 5.285 0.301
C16 0.257 3.925 0.506
C17 -0.117 3.320 1.706
C18 -0.664 4.126 2.708
C19 -0.846 5.488 2.509
Ge1 0.152 1.435 2.134
C20 1.995 1.182 2.706
C21 2.871 2.265 2.603
C22 4.192 2.157 3.016
C23 4.662 0.959 3.534
C24 3.806 -0.128 3.645
C25 2.485 -0.013 3.236
C26 -1.076 0.957 3.568
C27 -2.448 1.208 3.463
C28 -3.320 0.852 4.481
C29 -2.833 0.237 5.628
C30 -1.473 0.001 5.760
C31 -0.601 0.362 4.738
H18 -0.626 7.130 1.147
H19 0.363 5.734 -0.641
H20 0.704 3.338 -0.287
H21 -0.962 3.692 3.655
H22 -1.265 6.097 3.299
H23 2.515 3.214 2.215
H24 4.851 3.013 2.945
H25 5.689 0.876 3.865
H26 4.164 -1.058 4.067
H27 1.833 -0.871 3.357
H28 -2.853 1.686 2.580
H29 -4.378 1.061 4.386
H30 -3.512 -0.042 6.423
H31 -1.087 -0.451 6.664
H32 0.459 0.190 4.871
C32 0.166 2.054 -3.585
C33 -0.993 2.793 -2.988
C34 -1.541 3.885 -3.625
C35 -2.635 4.556 -3.084
C36 -3.209 4.139 -1.891
C37 -2.711 3.049 -1.205
C38 -3.310 2.608 0.087
C39 -1.569 2.387 -1.747
N2 -1.041 1.366 -1.055
H33 0.514 2.553 -4.486
H34 -0.110 1.034 -3.856
H35 0.998 1.985 -2.882
H36 -1.119 4.217 -4.565
H37 -3.051 5.406 -3.608
H38 -4.060 4.671 -1.487
H39 -4.141 3.251 0.366
H40 -2.552 2.663 0.869
H41 -3.669 1.578 0.036